--- i ---
The following is a quantum chemistry calculation of the molecule C5H3N, from OMol25.

Computed properties:
net charge	0
lowest unoccupied orbital energy (spin up / spin down)	-1.2 / -1.2	eV
spin multiplicity	1
E_HOMO (spin up / spin down)	-8.2 / -8.2	eV
frontier orbital gap (spin up / spin down)	7.01 / 7.02	eV

Each line ends with the Mulliken charge.
Atoms and positions in Å:
C: 0.7597 0.5436 -0.0429  0.20
C: 2.0405 0.8301 0.1163  -0.38
C: -1.1021 -0.6554 -0.0138  -0.24
C: 0.2769 -0.8763 -0.4572  0.01
C: -0.5824 0.8860 0.4308  -0.16
N: -1.7650 0.4548 -0.0679  -0.31
H: 0.2282 -1.1744 -1.5770  0.28
H: 0.7541 -1.5457 0.2896  0.27
H: -0.6099 1.5372 1.3221  0.32

--- ii ---
The following is a quantum chemistry calculation of the molecule C5H3N, from OMol25.

Computed properties:
net charge	0
lowest unoccupied orbital energy	-0.3	eV
spin multiplicity	1
E_HOMO	-9.5	eV
frontier orbital gap	9.22	eV

Each line ends with the Mulliken charge.
Atoms and positions in Å:
C: -0.6262 -0.9050 -0.0525  -0.54
C: -1.2661 1.6228 -0.0509  0.23
C: -1.0516 0.4478 -0.0135  -0.37
C: 2.3794 0.8445 -0.0382  -0.13
C: 0.7347 -1.0663 -0.0191  -0.19
N: 1.5794 0.0004 0.0036  0.02
H: -1.4336 -1.5964 0.1777  0.32
H: -1.6152 2.6307 0.2958  0.34
H: 1.2991 -1.9786 -0.3029  0.32

Least stable of them? i.

--- i ---
The following is a quantum chemistry calculation of a structure of composition C5H3N, from OMol25.

Computed properties:
net charge	0
lowest unoccupied orbital energy (spin up / spin down)	-0.7 / -0.9	eV
spin multiplicity	1
E_HOMO (spin up / spin down)	-8.2 / -8.2	eV
frontier orbital gap (spin up / spin down)	7.52 / 7.38	eV

Each line ends with the Mulliken charge.
Atoms and positions in Å:
C: 1.7092 0.4021 0.0520  0.02
C: -0.7697 0.7624 -0.2829  -0.32
C: 0.1269 -0.1842 -0.0361  0.52
C: 1.4501 -0.6793 -0.5436  -0.77
C: -1.1315 -1.0721 0.2663  -0.07
N: -1.8849 -0.1598 -0.2336  -0.56
H: 2.3569 1.1181 0.5422  0.35
H: -0.5943 1.7742 -0.5056  0.42
H: -1.2629 -1.9615 0.7413  0.42

--- ii ---
The following is a quantum chemistry calculation of a structure of composition C5H3N, from OMol25.

Computed properties:
net charge	0
lowest unoccupied orbital energy	0.3	eV
spin multiplicity	1
E_HOMO	-8.7	eV
frontier orbital gap	9.00	eV

Each line ends with the Mulliken charge.
Atoms and positions in Å:
C: 0.7783 0.0195 0.8189  -0.47
C: 0.8092 -0.8902 -0.1808  0.50
C: 0.4361 -1.3713 -1.4456  -0.82
C: -0.2832 0.9515 0.2492  -0.20
C: -0.5456 -0.2153 -0.6476  0.54
N: -1.0315 -1.2302 -1.2705  -0.38
H: 1.1234 -0.2710 1.7697  0.35
H: -1.2021 1.1946 0.9934  0.21
H: -0.0846 1.8124 -0.2868  0.26

--- iii ---
The following is a quantum chemistry calculation of the molecule C5H3N, from OMol25.

Computed properties:
net charge	0
lowest unoccupied orbital energy	0.3	eV
spin multiplicity	1
E_HOMO	-9.2	eV
frontier orbital gap	9.53	eV

Each line ends with the Mulliken charge.
Atoms and positions in Å:
C: 0.4304 0.0816 0.1426  -0.44
C: 1.6262 -0.1143 0.1067  1.21
C: 3.7295 0.2694 -0.3504  -0.02
C: -1.9235 -0.3912 -0.0915  -0.64
C: -0.9220 0.4598 0.1129  -0.74
N: 2.8621 -0.3221 0.1534  -0.19
H: -2.9468 -0.0597 -0.0904  0.27
H: -1.7445 -1.4389 -0.2618  0.26
H: -1.1114 1.5154 0.2784  0.27

--- iv ---
The following is a quantum chemistry calculation of a structure of composition C5H3N, from OMol25.

Computed properties:
net charge	0
lowest unoccupied orbital energy (spin up / spin down)	-0.3 / -0.3	eV
spin multiplicity	1
E_HOMO (spin up / spin down)	-8.8 / -8.8	eV
frontier orbital gap (spin up / spin down)	8.46 / 8.46	eV

Each line ends with the Mulliken charge.
Atoms and positions in Å:
C: 1.9798 1.7651 -0.3868  0.08
C: 1.0506 1.1146 0.0020  -0.30
C: -0.4529 -1.2150 -0.2108  -0.25
C: -1.5560 -1.0025 0.4982  -0.30
C: -0.1080 0.2790 0.2129  0.23
N: -1.2508 0.5085 0.7319  -0.55
H: 2.8053 2.1962 -0.8388  0.44
H: -0.1030 -2.0174 -0.8926  0.30
H: -2.3650 -1.6286 0.8841  0.36

Least stable of them? i.

--- i ---
The following is a quantum chemistry calculation of a structure of composition C5H3N, from OMol25.

Computed properties:
net charge	0
lowest unoccupied orbital energy (spin up / spin down)	-1.8 / -1.8	eV
spin multiplicity	1
E_HOMO (spin up / spin down)	-8.3 / -8.3	eV
frontier orbital gap (spin up / spin down)	6.51 / 6.49	eV

Each line ends with the Mulliken charge.
Atoms and positions in Å:
C: 1.1311 -0.0742 0.7531  0.07
C: 0.0969 1.0517 1.0188  -0.40
C: 0.1662 -1.0197 -0.7423  0.37
C: -0.9430 0.8523 -0.0071  -0.19
C: 1.3467 -1.1986 -0.0590  -0.37
N: -0.8854 -0.3162 -0.8257  -0.49
H: -1.8983 0.8707 0.6856  0.30
H: -1.1883 1.7032 -0.6474  0.35
H: 2.1740 -1.8692 -0.1759  0.36

--- ii ---
The following is a quantum chemistry calculation of a structure of composition C5H3N, from OMol25.

Computed properties:
net charge	0
lowest unoccupied orbital energy	0.1	eV
spin multiplicity	1
E_HOMO	-9.2	eV
frontier orbital gap	9.25	eV

Each line ends with the Mulliken charge.
Atoms and positions in Å:
C: -0.5926 -1.0228 -0.4083  0.05
C: -0.1425 1.0315 -0.7990  0.04
C: 0.4095 -0.3135 -1.1574  -0.55
C: -1.8909 -0.3804 -0.0475  -0.22
C: -0.0646 0.0987 0.4232  -0.17
N: -1.2893 0.8323 0.0164  -0.32
H: -0.4549 -2.0540 -0.0698  0.37
H: 0.1293 2.0841 -0.9357  0.36
H: 0.5865 0.2825 1.3267  0.43

Least stable of them? ii.

--- i ---
The following is a quantum chemistry calculation of a cluster of 2 separate species, C3H10N2O in total, from OMol25.

Computed properties:
net charge	0
lowest unoccupied orbital energy	1.1	eV
spin multiplicity	1
SMILES	NC=O.CCN
E_HOMO	-9.5	eV
frontier orbital gap	10.61	eV

Each line ends with the Mulliken charge.
Atoms and positions in Å:
N: 0.7428 1.6359 0.7837  -0.28
C: 0.0340 2.2316 -0.2108  0.10
O: -0.2686 1.6985 -1.2632  -0.61
H: 1.0559 0.6696 0.6623  0.31
H: 0.9642 2.1409 1.6454  0.19
H: -0.2497 3.2827 0.0391  0.34
C: -1.2562 -1.0705 0.3452  -1.06
C: 0.0102 -1.6684 -0.2475  -0.30
N: 0.9954 -0.6059 -0.4854  -0.64
H: -1.0194 -0.5383 1.2818  0.28
H: -1.9938 -1.8602 0.5662  0.36
H: -1.7085 -0.3545 -0.3616  0.25
H: 0.4579 -2.3765 0.4761  0.29
H: -0.2472 -2.2384 -1.1609  0.30
H: 1.8534 -0.9988 -0.8879  0.19
H: 0.6296 0.0522 -1.1824  0.27

--- ii ---
The following is a quantum chemistry calculation of the molecule C3H10N2O, from OMol25.

Computed properties:
net charge	0
lowest unoccupied orbital energy	1.1	eV
spin multiplicity	1
SMILES	NC[C@@H](N)CO
E_HOMO	-8.6	eV
frontier orbital gap	9.72	eV

Each line ends with the Mulliken charge.
Atoms and positions in Å:
N: -1.7978 1.0735 0.2865  -0.42
C: -0.5119 0.6216 0.7405  -0.69
C: 0.3932 0.1053 -0.4167  0.09
N: 1.6070 0.8727 -0.4975  -0.58
C: 0.6740 -1.3952 -0.1723  -0.70
O: -0.5489 -2.1096 0.1287  -0.53
H: -2.6475 0.8650 0.7699  0.17
H: -1.8666 1.7026 -0.4840  0.14
H: -0.5946 -0.0981 1.5480  0.40
H: 0.0635 1.4567 1.1548  0.27
H: -0.1088 0.1430 -1.3739  0.44
H: 2.2996 0.5711 0.1711  0.21
H: 2.0090 1.0666 -1.3874  0.21
H: 1.0079 -1.8728 -1.0827  0.32
H: 1.3205 -1.4603 0.7038  0.35
H: -1.2985 -1.5421 -0.0888  0.32

Least stable of them? ii.

--- i ---
The following is a quantum chemistry calculation of a structure of composition C3H10N2O, from OMol25.

Computed properties:
net charge	0
lowest unoccupied orbital energy	0.6	eV
spin multiplicity	1
E_HOMO	-7.3	eV
frontier orbital gap	7.84	eV

Each line ends with the Mulliken charge.
Atoms and positions in Å:
C: 1.2979 -0.4037 -0.3769  -0.40
C: -0.9769 -1.4188 0.5490  -0.88
C: -0.7768 1.2146 -0.8140  -0.60
N: -0.1327 -0.2466 0.3489  -0.03
N: 1.6431 0.8669 -0.7956  -0.76
O: 0.0542 0.3142 1.6415  -0.40
H: 0.3506 1.2242 1.4682  0.35
H: 1.9766 1.4301 -0.0108  0.20
H: 1.9990 -0.9269 0.2851  0.27
H: 1.0290 -1.0885 -1.1901  0.34
H: -1.9485 -1.0961 0.9263  0.31
H: -1.0972 -1.9160 -0.4123  0.32
H: -0.5335 -2.1057 1.2733  0.30
H: -1.7134 1.1962 -0.2604  0.31
H: -0.3485 2.2044 -0.8424  0.39
H: -0.8228 0.7517 -1.7899  0.26

--- ii ---
The following is a quantum chemistry calculation of a cluster of 2 separate species, C3H10N2O in total, from OMol25.

Computed properties:
net charge	0
lowest unoccupied orbital energy	1.0	eV
spin multiplicity	1
SMILES	CNCO.C=N
E_HOMO	-9.2	eV
frontier orbital gap	10.20	eV

Each line ends with the Mulliken charge.
Atoms and positions in Å:
C: 1.6630 0.8184 -1.4149  -0.94
N: 0.7850 0.0979 -0.5172  -0.24
C: 1.3425 0.0490 0.8318  -0.38
O: 0.5398 -0.7269 1.6708  -0.51
H: 1.7080 1.8701 -1.1297  0.30
H: 1.2666 0.8070 -2.4297  0.31
H: 2.6897 0.4429 -1.5059  0.32
H: 0.6762 -0.8580 -0.8495  0.20
H: 2.3519 -0.3795 0.8383  0.34
H: 1.4388 1.0935 1.1552  0.31
H: -0.3758 -0.4533 1.4827  0.30
C: -2.7192 -0.2487 0.1647  -0.26
N: -2.5342 -0.9931 1.1725  -0.48
H: -2.0522 0.5787 -0.0631  0.24
H: -3.5215 -0.3930 -0.5626  0.26
H: -3.2588 -1.7052 1.1567  0.24

--- iii ---
The following is a quantum chemistry calculation of a cluster of 2 separate species, C3H10N2O in total, from OMol25.

Computed properties:
net charge	0
lowest unoccupied orbital energy	0.8	eV
spin multiplicity	1
SMILES	[H]/N=C\N.CCO
E_HOMO	-9.4	eV
frontier orbital gap	10.22	eV

Each line ends with the Mulliken charge.
Atoms and positions in Å:
H: 4.7536 0.7248 -1.6440  0.23
N: 4.3971 1.2279 -0.8279  -0.57
C: 3.9899 0.2858 -0.0600  0.11
N: 4.3384 -1.0369 -0.3661  -0.47
H: 3.3946 0.3542 0.8409  0.31
H: 4.2364 -1.3112 -1.3266  0.19
H: 4.3093 -1.8664 0.2017  0.20
C: -2.7071 -0.1742 1.1438  -0.89
C: -3.3677 0.6116 0.0334  -0.19
O: -4.5651 -0.1100 -0.3801  -0.53
H: -3.0048 -1.2136 0.9874  0.29
H: -2.9332 0.2315 2.1251  0.24
H: -1.6294 -0.2526 0.9681  0.27
H: -3.7645 1.5840 0.3321  0.26
H: -2.6421 0.6660 -0.7759  0.27
H: -4.8055 0.2792 -1.2517  0.29

--- iv ---
The following is a quantum chemistry calculation of the molecule C3H10N2O, from OMol25.

Computed properties:
net charge	0
lowest unoccupied orbital energy	0.9	eV
spin multiplicity	1
SMILES	NC[C@@H](N)CO
E_HOMO	-9.7	eV
frontier orbital gap	10.52	eV

Each line ends with the Mulliken charge.
Atoms and positions in Å:
N: 2.0968 0.4211 0.5393  -0.65
C: 0.9304 0.6494 -0.2790  -0.74
C: -0.4371 0.1635 0.1938  0.36
N: -1.5090 0.8558 -0.6636  -0.80
C: -0.5678 -1.3217 0.2877  -0.58
O: -1.8927 -1.7770 0.4532  -0.49
H: 2.3073 -0.5554 0.8812  0.25
H: 2.8378 0.6172 -0.1531  0.27
H: 1.0023 0.1450 -1.2424  0.37
H: 0.7975 1.7380 -0.4689  0.27
H: -0.5149 0.5270 1.1858  0.36
H: -1.5741 1.7740 -0.2180  0.26
H: -1.1132 1.2842 -1.5327  0.28
H: -0.1007 -1.9188 -0.5430  0.23
H: 0.1084 -1.6216 1.1023  0.27
H: -2.3710 -0.9807 0.4574  0.33

Least stable of them? i.

--- i ---
The following is a quantum chemistry calculation of a cluster of 2 separate species, C3H10N2O in total, from OMol25.

Computed properties:
net charge	0
lowest unoccupied orbital energy	1.0	eV
spin multiplicity	1
SMILES	NC=O.CCN
E_HOMO	-9.7	eV
frontier orbital gap	10.65	eV

Each line ends with the Mulliken charge.
Atoms and positions in Å:
N: 1.2233 0.1102 -1.4637  -0.30
C: 1.9175 1.0591 -0.6590  0.04
O: 1.4382 1.6998 0.2753  -0.51
H: 0.4076 -0.3404 -1.0961  0.26
H: 1.5545 0.1035 -2.4182  0.22
H: 2.6896 1.4385 -1.2941  0.32
C: -0.5715 -0.9100 1.6906  -0.84
C: -1.8319 -1.1304 0.7716  -0.49
N: -1.7258 -0.5270 -0.6176  -0.62
H: 0.2022 -1.6730 1.3039  0.21
H: -0.7107 -1.1342 2.7842  0.34
H: -0.1597 0.1233 1.6081  0.21
H: -2.7697 -0.8932 1.3884  0.31
H: -2.0683 -2.1510 0.8244  0.38
H: -1.5609 0.4746 -0.5239  0.23
H: -2.6572 -0.7407 -1.0286  0.25

--- ii ---
The following is a quantum chemistry calculation of a cluster of 2 separate species, C3H10N2O in total, from OMol25.

Computed properties:
net charge	0
lowest unoccupied orbital energy	0.6	eV
spin multiplicity	1
SMILES	[H]/N=C\N.CCO
E_HOMO	-9.1	eV
frontier orbital gap	9.63	eV

Each line ends with the Mulliken charge.
Atoms and positions in Å:
H: 3.9378 -3.8752 -1.7260  0.21
N: 4.3264 -2.9255 -1.7579  -0.60
C: 3.9982 -2.2101 -0.7318  0.10
N: 2.8478 -2.3232 0.0565  -0.48
H: 4.7816 -1.5921 -0.3316  0.29
H: 2.0076 -2.6467 -0.3909  0.24
H: 2.8356 -1.6038 0.7701  0.24
C: -1.8384 1.7387 0.7799  -0.86
C: -3.3530 2.1266 0.5423  -0.36
O: -3.9628 2.0965 -0.7628  -0.49
H: -1.6369 1.9402 1.8569  0.27
H: -1.5726 0.6772 0.6432  0.32
H: -1.2615 2.4230 0.1464  0.27
H: -3.3735 3.2378 0.6830  0.22
H: -3.9909 1.7232 1.3077  0.32
H: -3.7455 1.2134 -1.0848  0.29

--- iii ---
The following is a quantum chemistry calculation of a cluster of 2 separate species, C3H10N2O in total, from OMol25.

Computed properties:
net charge	0
lowest unoccupied orbital energy	0.7	eV
spin multiplicity	1
SMILES	[H]/N=C/NCC.O
E_HOMO	-9.0	eV
frontier orbital gap	9.68	eV

Each line ends with the Mulliken charge.
Atoms and positions in Å:
H: 1.0906 0.9480 -2.3355  0.24
N: 1.3314 0.4889 -1.4147  -0.76
C: 0.3398 0.9828 -0.5767  0.18
N: 0.0271 0.4286 0.6126  -0.15
C: -1.2441 0.2572 1.3464  -0.35
C: -2.5190 0.4055 0.4696  -1.01
H: 0.3569 2.1565 -0.6579  0.29
H: 0.7402 -0.3347 0.9463  0.22
H: -1.3450 1.1223 2.0594  0.21
H: -1.1742 -0.6644 1.8634  0.36
H: -2.5011 1.4393 0.0210  0.30
H: -3.4605 0.2637 1.1412  0.31
H: -2.6500 -0.3821 -0.3165  0.30
O: 2.0791 -2.1277 -0.3790  -0.73
H: 1.5212 -2.6599 -0.9324  0.32
H: 1.8194 -1.1628 -0.5773  0.29

Least stable of them? iii.